1.
{"formula": "C4H16O8Y", "method": "the ωB97M-V functional and the def2-TZVPD basis", "spin_multiplicity": 1, "e_tot_ha": -802.33472, "de_lowest_kcal_mol": 10.9, "gap_ev": 5.41, "total_charge": -1, "lumo_energy_ha": 0.085, "elements": ["Y", "O", "C", "C", "O", "H", "H", "H", "H", "O", "C", "C", "O", "H", "H", "H", "H", "O", "H", "H", "O", "H", "H", "O", "H", "H", "O", "H", "H"], "coordinates": [[0.065850, 0.169273, -0.002795], [0.270960, -1.650147, 1.681605], [1.600420, -1.598487, 2.250415], [2.667350, -0.652157, 1.570015], [2.232100, 0.610283, 1.084995], [2.004430, -2.610497, 2.277035], [1.379040, -1.237077, 3.254645], [3.206480, -1.228047, 0.817825], [3.532740, -0.545277, 2.224065], [-2.158340, -1.062357, 0.216815], [-3.124930, -0.452457, -0.603205], [-2.548040, 0.032493, -1.993495], [-1.315780, 0.750803, -1.999725], [-3.645070, 0.361393, -0.098015], [-3.969970, -1.133737, -0.702555], [-3.345080, 0.624153, -2.443795], [-2.391750, -0.764857, -2.720065], [0.122600, 2.634173, -0.083925], [0.899890, 3.040273, -0.467495], [-0.514670, 3.345793, -0.023015], [0.733470, -1.572047, -1.466605], [1.097300, -1.429177, -2.340355], [0.717890, -2.523807, -1.365815], [1.686420, 0.905023, -1.772425], [1.710640, 1.270633, -2.656715], [2.542530, 1.118133, -1.401085], [-0.987080, 1.060713, 1.928795], [-0.568270, 1.555393, 2.633155], [-1.901130, 0.981593, 2.201725]], "atomic_forces_ev_per_a": [[-1.9105, -2.3027, 0.9319], [2.1463, 1.3061, -1.5558], [-1.9658, 1.0911, -0.8376], [-0.3340, 0.0827, -0.0942], [-1.1865, -1.0663, -0.5164], [0.4707, -0.2687, 0.2298], [0.7347, 0.0461, 0.6986], [-0.3759, -0.4357, -1.1396], [0.0267, 0.3883, 1.0861], [0.7479, 1.6837, -0.7457], [1.8977, -0.7990, -0.0077], [0.4778, 0.3589, 0.2059], [-0.0281, -0.3923, 1.9689], [0.1198, 1.1728, 0.2239], [-0.3569, -0.5811, -0.8769], [-0.4198, 0.5711, -0.2313], [-0.3075, -0.9611, 0.1995], [0.3281, 0.4863, 0.2054], [0.3290, -0.1409, -0.0959], [-0.4662, -0.1876, -0.0235], [0.4165, -0.5558, -0.3893], [-0.0542, 0.4262, -0.1773], [-0.3272, -0.2005, 0.6330], [0.3348, 0.2764, -0.3205], [-0.5950, 0.0454, -0.3013], [0.4093, -0.2138, 0.7972], [-0.2974, 0.8303, 0.4237], [0.5318, 0.0139, 0.0551], [-0.3460, -0.6739, -0.3460]]}

2.
{"formula": "C11H12N2S2", "method": "the ωB97M-V functional and the def2-TZVPD basis", "spin_multiplicity": 1, "e_tot_ha": -1332.19496, "smiles": "Cc1sc(C)c2c1SCc1cnn(C)c1-2", "de_lowest_kcal_mol": 14.1, "gap_ev": 8.67, "lumo_energy_ha": 0.021, "elements": ["N", "S", "S", "C", "C", "C", "C", "C", "C", "C", "N", "C", "C", "C", "C", "H", "H", "H", "H", "H", "H", "H", "H", "H", "H", "H", "H"], "coordinates": [[-1.707481, 3.004109, 0.807852], [1.472917, -2.220422, -0.223015], [2.986994, 1.726072, 1.061328], [-0.707073, 3.361596, 1.534398], [2.069337, 0.199880, 0.697474], [0.568486, 0.086874, 0.632020], [-0.235067, 1.295331, 0.897748], [2.621207, -1.050962, 0.351369], [0.098041, -1.157940, 0.331094], [0.303784, 2.323768, 1.629024], [-1.515190, 1.705084, 0.442910], [4.168294, -1.272562, 0.211630], [-1.352917, -1.680713, 0.191121], [1.732161, 2.385586, 2.210597], [-1.916731, 1.453419, -0.976953], [-0.677305, 4.331266, 2.089774], [4.426569, -1.389864, -0.877059], [4.867385, -0.643849, 0.754205], [4.355767, -2.309562, 0.537975], [-1.657598, -1.466996, -0.826420], [-1.958531, -1.117346, 0.862612], [-1.355661, -2.714849, 0.404715], [1.687989, 1.909511, 3.154849], [1.928508, 3.443558, 2.337668], [-2.624132, 0.674049, -1.067332], [-1.053465, 1.011345, -1.486413], [-2.238509, 2.401396, -1.395391]], "atomic_forces_ev_per_a": [[-1.0309, -0.1413, -0.0574], [-0.9225, 1.3738, 1.6115], [-1.3741, -1.3558, 0.1258], [1.7056, 0.5165, 1.6399], [-0.6900, -2.3259, -0.7196], [0.2417, 0.3341, 0.0438], [0.2758, 0.3541, 0.3998], [1.7740, 2.9822, 0.0032], [0.5953, -0.7138, -1.2073], [-0.2184, 0.4267, -0.5341], [1.6249, -0.2558, -0.9299], [-1.4590, -2.2188, -1.2015], [2.3400, 1.6496, -0.5263], [-1.9182, 0.6805, -1.3417], [1.3209, -0.2627, 0.8071], [-0.1587, -0.8666, -0.8744], [-0.0876, 0.7779, 0.8832], [-0.5025, 0.4650, -0.0784], [0.0493, 0.3004, 0.2920], [-0.3594, -0.2923, -0.1938], [-0.6447, 0.2450, 0.5645], [-0.3082, -1.0901, 0.1874], [0.6095, -0.6386, 0.9869], [0.3894, 0.1264, 0.1836], [-1.3613, -0.4790, 0.1969], [0.1160, 0.6294, -0.1401], [-0.0068, -0.2206, -0.1214]]}

3.
{"formula": "C2HN2O3", "method": "the ωB97M-V functional and the def2-TZVPD basis", "spin_multiplicity": 1, "e_tot_ha": -412.03353, "de_lowest_kcal_mol": 35.7, "gap_ev": 5.35, "total_charge": -1, "lumo_energy_ha": 0.129, "elements": ["C", "C", "N", "N", "O", "O", "O", "H"], "coordinates": [[1.373393, -1.843213, -0.232263], [-1.849172, 1.505440, 0.006536], [0.507507, 0.306153, 0.621104], [0.866668, -0.876613, 0.148594], [1.742176, -3.014495, -0.360372], [-1.023984, 2.306176, -0.208468], [-2.566522, 0.665980, 0.131342], [0.949934, 0.950572, -0.106472]], "atomic_forces_ev_per_a": [[-0.1610, -2.2731, 0.9383], [5.7242, 3.6355, -1.1068], [0.3130, 2.3947, -1.0300], [0.4388, -0.3961, -0.3763], [0.3565, 0.3712, -0.8066], [-1.3861, 0.7133, 0.1250], [-4.4638, -3.9469, 0.8817], [-0.8214, -0.4986, 1.3747]]}

4.
{"formula": "C5H12O", "method": "the ωB97M-V functional and the def2-TZVPD basis", "spin_multiplicity": 1, "e_tot_ha": -272.88036, "smiles": "CC=O.CCC", "de_lowest_kcal_mol": 42.9, "gap_ev": 10.65, "lumo_energy_ha": 0.027, "elements": ["C", "C", "C", "H", "H", "H", "H", "H", "H", "H", "H", "O", "C", "C", "H", "H", "H", "H"], "coordinates": [[0.047790, 0.787291, 1.394038], [-0.530223, 1.443612, 2.664357], [0.558018, 1.456889, 3.806378], [-0.156126, 1.303352, 0.458104], [1.129979, 0.628196, 1.462104], [-0.285307, -0.253039, 1.323725], [-0.730196, 2.483901, 2.379372], [-1.386746, 1.066148, 3.219982], [1.507743, 1.535685, 3.288513], [0.649996, 0.414148, 4.112209], [0.362355, 2.307944, 4.441675], [-0.681438, -2.374588, -2.672183], [-0.170491, -1.325380, -2.340357], [0.523795, -0.486108, -3.365641], [-0.692930, -0.795475, -1.524663], [1.440329, -0.899651, -3.783770], [-0.220113, -0.282696, -4.129464], [0.918189, 0.471115, -2.995897]], "atomic_forces_ev_per_a": [[-0.3684, -1.5290, 0.5724], [1.6955, 1.3161, 0.6031], [-0.1698, -0.5721, -2.6807], [-0.2243, 0.0394, 0.1158], [-0.0280, 0.5560, 0.1052], [-0.3512, 0.0791, -0.3357], [-0.2181, -0.0952, 0.3500], [-0.5070, -0.4621, -1.0803], [0.4053, 0.8623, 0.1479], [-0.4490, 0.3105, 1.2905], [0.2148, -0.5083, 0.8995], [1.0381, -0.3244, 0.5698], [-2.7367, 0.1623, -1.5088], [1.6896, 0.9620, 0.4405], [0.9162, 0.0333, 0.7433], [-0.3640, -0.6891, -0.2965], [0.0670, -0.0726, -0.2276], [-0.6101, -0.0680, 0.2917]]}

5.
{"formula": "C5H13N2O2P", "method": "the ωB97M-V functional and the def2-TZVPD basis", "spin_multiplicity": 1, "e_tot_ha": -799.56705, "de_lowest_kcal_mol": 100.1, "gap_ev": 9.40, "lumo_energy_ha": 0.008, "elements": ["C", "C", "C", "C", "C", "N", "N", "O", "O", "P", "H", "H", "H", "H", "H", "H", "H", "H", "H", "H", "H", "H", "H"], "coordinates": [[2.288425, -2.175291, 0.710534], [-2.730070, -0.381928, -0.480532], [0.278223, 2.137776, -0.843258], [1.107468, 1.618882, 1.392364], [-1.742119, -1.542560, -0.308730], [2.337186, -0.988261, 0.264576], [1.161851, 1.296881, 0.006430], [0.947518, -0.648176, -1.932077], [-0.675268, -1.278784, 0.548052], [1.012319, -0.321052, -0.519738], [3.168696, -2.562203, 1.110869], [1.418068, -2.659083, 0.915721], [-2.265587, 0.519278, -0.956314], [-3.653845, -0.904947, -1.059900], [-2.986409, 0.001386, 0.429271], [-0.255650, 2.735592, -0.238452], [1.023750, 2.752117, -1.510978], [-0.413049, 1.606298, -1.531670], [0.662694, 2.540301, 1.635918], [0.674545, 0.860945, 1.961966], [2.181580, 1.785112, 1.684808], [-1.161338, -1.913891, -1.158392], [-2.378985, -2.478392, -0.120464]], "atomic_forces_ev_per_a": [[1.0388, 2.6686, 0.1518], [0.0579, -2.0125, -3.8788], [3.5107, -0.6565, -3.7143], [3.5098, 0.1276, 0.5804], [0.1825, -1.0415, -1.0829], [-0.3499, -0.5557, -0.4747], [-2.4827, -1.9222, -2.8931], [-0.4702, 0.3262, -0.5455], [2.6726, 1.7216, 0.1579], [-1.0176, -0.1742, 3.3606], [1.6414, -0.8817, 0.4250], [-2.7085, -1.6545, 0.0198], [-0.5193, -0.9562, -0.4398], [1.9169, 1.9887, 1.1817], [-1.2025, 0.4595, 2.7415], [-1.9267, 2.2932, 1.9079], [-1.7632, -0.7937, 1.0772], [0.6176, 0.0543, 0.5155], [-1.0113, 1.1283, -0.2517], [-0.6993, -1.2438, 1.1542], [-0.8964, -0.4422, 0.3123], [-1.1133, 0.5564, -1.2757], [1.0125, 1.0102, 0.9704]]}

Repeat the second record exactly.
{"formula": "C11H12N2S2", "method": "the ωB97M-V functional and the def2-TZVPD basis", "spin_multiplicity": 1, "e_tot_ha": -1332.19496, "smiles": "Cc1sc(C)c2c1SCc1cnn(C)c1-2", "de_lowest_kcal_mol": 14.1, "gap_ev": 8.67, "lumo_energy_ha": 0.021, "elements": ["N", "S", "S", "C", "C", "C", "C", "C", "C", "C", "N", "C", "C", "C", "C", "H", "H", "H", "H", "H", "H", "H", "H", "H", "H", "H", "H"], "coordinates": [[-1.707481, 3.004109, 0.807852], [1.472917, -2.220422, -0.223015], [2.986994, 1.726072, 1.061328], [-0.707073, 3.361596, 1.534398], [2.069337, 0.199880, 0.697474], [0.568486, 0.086874, 0.632020], [-0.235067, 1.295331, 0.897748], [2.621207, -1.050962, 0.351369], [0.098041, -1.157940, 0.331094], [0.303784, 2.323768, 1.629024], [-1.515190, 1.705084, 0.442910], [4.168294, -1.272562, 0.211630], [-1.352917, -1.680713, 0.191121], [1.732161, 2.385586, 2.210597], [-1.916731, 1.453419, -0.976953], [-0.677305, 4.331266, 2.089774], [4.426569, -1.389864, -0.877059], [4.867385, -0.643849, 0.754205], [4.355767, -2.309562, 0.537975], [-1.657598, -1.466996, -0.826420], [-1.958531, -1.117346, 0.862612], [-1.355661, -2.714849, 0.404715], [1.687989, 1.909511, 3.154849], [1.928508, 3.443558, 2.337668], [-2.624132, 0.674049, -1.067332], [-1.053465, 1.011345, -1.486413], [-2.238509, 2.401396, -1.395391]], "atomic_forces_ev_per_a": [[-1.0309, -0.1413, -0.0574], [-0.9225, 1.3738, 1.6115], [-1.3741, -1.3558, 0.1258], [1.7056, 0.5165, 1.6399], [-0.6900, -2.3259, -0.7196], [0.2417, 0.3341, 0.0438], [0.2758, 0.3541, 0.3998], [1.7740, 2.9822, 0.0032], [0.5953, -0.7138, -1.2073], [-0.2184, 0.4267, -0.5341], [1.6249, -0.2558, -0.9299], [-1.4590, -2.2188, -1.2015], [2.3400, 1.6496, -0.5263], [-1.9182, 0.6805, -1.3417], [1.3209, -0.2627, 0.8071], [-0.1587, -0.8666, -0.8744], [-0.0876, 0.7779, 0.8832], [-0.5025, 0.4650, -0.0784], [0.0493, 0.3004, 0.2920], [-0.3594, -0.2923, -0.1938], [-0.6447, 0.2450, 0.5645], [-0.3082, -1.0901, 0.1874], [0.6095, -0.6386, 0.9869], [0.3894, 0.1264, 0.1836], [-1.3613, -0.4790, 0.1969], [0.1160, 0.6294, -0.1401], [-0.0068, -0.2206, -0.1214]]}